{"formula": "C13H20BBeBrCaCl11F4KNO4", "method": "ωB97M-V/def2-TZVPD", "species": ["C", "C", "C", "C", "C", "N", "H", "H", "H", "H", "H", "H", "H", "H", "H", "H", "Ca", "C", "Cl", "Cl", "Cl", "Cl", "B", "F", "F", "F", "F", "C", "O", "O", "O", "H", "C", "C", "C", "O", "C", "H", "H", "H", "H", "H", "H", "H", "H", "Be", "Br", "K", "C", "Cl", "Cl", "Cl", "H", "C", "Cl", "Cl", "Cl", "Cl"], "positions_angstrom": [[1.0410, 1.2961, 0.1634], [2.0099, 2.0188, -0.8543], [1.3850, 3.3351, -1.5026], [1.3706, 4.5564, -0.5098], [2.7517, 4.7587, 0.1800], [3.8422, 4.9637, -0.4623], [0.5073, 2.0432, 0.7977], [1.6867, 0.6610, 0.8279], [0.3342, 0.6483, -0.4012], [2.1944, 1.2980, -1.6981], [2.9886, 2.1682, -0.3475], [0.2718, 3.0756, -1.7072], [0.5342, 4.5316, 0.2367], [1.2016, 5.4766, -1.1351], [2.7989, 4.7093, 1.2945], [4.6047, 5.0606, 0.2182], [1.5703, 3.1623, -3.7193], [5.0621, -0.7396, -2.4954], [6.7411, -0.2423, -2.7688], [4.6971, -0.6670, -0.7640], [3.9715, 0.3578, -3.3741], [4.8281, -2.3927, -3.0821], [10.2707, 1.4376, -1.3697], [9.5049, 0.6367, -2.3653], [10.5276, 0.6187, -0.2798], [11.4537, 1.8580, -1.9718], [9.4867, 2.5293, -1.0007], [-1.6626, 0.0905, -2.8133], [-2.4521, -0.7942, -3.2194], [-1.6377, 0.2208, -1.4563], [-0.9233, 0.8511, -3.5010], [-2.2970, -0.4868, -1.3125], [-5.3445, -3.0582, 0.3762], [-5.8427, -1.8131, 1.0866], [-4.5488, -1.0709, 1.3674], [-3.6367, -1.4100, 0.3186], [-4.1829, -2.5141, -0.4331], [-6.0998, -3.5439, -0.2392], [-4.9818, -3.7871, 1.1103], [-6.4688, -1.2262, 0.4112], [-6.4196, -2.0230, 1.9898], [-4.1040, -1.3939, 2.3107], [-4.6853, 0.0143, 1.3996], [-4.5167, -2.1286, -1.4000], [-3.4057, -3.2585, -0.6068], [-2.2041, 0.7398, -4.8981], [9.1361, 1.0773, -4.1591], [-3.5277, -1.7112, 3.6363], [0.6397, -0.1087, 6.6765], [0.4798, -0.8674, 8.2609], [1.8802, -0.9178, 5.7169], [-0.9155, -0.1225, 5.8212], [0.9367, 0.9249, 6.8196], [-8.1582, -5.7661, 0.9614], [-7.7781, -4.6022, 2.2495], [-8.7941, -4.8973, -0.4462], [-6.6841, -6.6384, 0.5029], [-9.3697, -6.9157, 1.5462]], "energy_ev": -277974.9507, "largest_force_ev_per_a": 8.08, "charge": 1, "mol_weight_g_mol": 899.2}